(1)
{"formula": "C5H8O", "method": "ωB97M-V/def2-TZVPD", "gap_ev": 10.71, "multiplicity": 1, "homo_ev": -9.66, "e_above_lowest_kj_mol": 91.8, "smiles": "CC(=O)C1CC1", "symbols": ["H", "H", "H", "C", "H", "C", "O", "H", "H", "H", "C", "C", "H", "C"], "xyz": [[1.561379, 1.909869, -0.505684], [-2.342386, 0.514322, -0.192557], [-0.756871, -1.948807, 0.888638], [1.677682, 0.883534, -0.858745], [-1.832589, -0.865892, 1.897935], [1.044629, -0.152317, 0.041450], [1.572074, -1.229952, 0.210943], [-0.382100, 1.119203, 1.117917], [1.158635, 0.814113, -1.819518], [2.732895, 0.650967, -1.010992], [-0.312731, 0.165447, 0.602805], [-1.528012, -0.201040, -0.219029], [-1.396802, -0.694029, -1.178010], [-1.195805, -0.965417, 1.024847]], "forces_ev_per_angstrom": [[-0.06, -0.10, 0.09], [0.02, -0.15, 0.00], [-0.09, 0.13, 0.04], [0.07, 0.01, -0.02], [0.14, 0.10, -0.13], [0.02, -0.24, -0.10], [-0.13, 0.20, -0.02], [0.03, -0.10, -0.02], [0.05, 0.06, 0.00], [-0.15, 0.02, 0.03], [0.12, 0.10, 0.04], [-0.12, 0.03, -0.20], [0.09, 0.06, 0.14], [0.00, -0.13, 0.14]]}

---

(2)
{"formula": "C4H11FeO2", "method": "ωB97M-V/def2-TZVPD", "gap_ev": [7.47, 9.17], "multiplicity": 6, "homo_ev": [-17.80, -20.00], "charge": 2, "symbols": ["H", "H", "H", "H", "H", "C", "H", "H", "C", "C", "H", "H", "H", "Fe", "O", "C", "H", "O"], "xyz": [[1.960171, 2.724056, -0.256966], [-0.107189, 3.522714, 1.593142], [-4.493475, 1.821854, 0.242196], [-2.168754, 2.070944, 2.021428], [1.363165, 3.638354, -1.685661], [1.234630, 3.467344, -0.612560], [1.356074, 4.409566, -0.065026], [-3.704471, 0.389100, 1.152045], [-1.921890, 2.501607, 1.040435], [-3.832028, 0.946684, 0.216492], [-3.910864, 0.303195, -0.665870], [-5.508817, 0.180072, 0.475614], [-2.445229, 3.465955, 0.945105], [-1.273194, 1.954814, -1.558920], [-0.094678, 2.979252, -0.412032], [-0.422369, 2.685563, 0.956839], [0.115668, 1.774219, 1.255784], [-2.346707, 1.636025, -0.009908]], "forces_ev_per_angstrom": [[-0.21, 0.18, -0.08], [-0.07, -0.17, -0.18], [0.28, -0.37, 0.01], [0.02, 0.01, -0.31], [0.02, 0.02, 0.25], [1.34, 0.48, -0.22], [-0.07, -0.22, -0.17], [0.07, 0.34, -0.30], [-0.06, 0.87, 0.99], [0.90, 0.38, -0.14], [0.01, 0.30, 0.26], [-0.51, -0.24, 0.06], [0.12, -0.26, 0.01], [-0.08, 0.04, 0.19], [-0.51, -0.18, -0.63], [-0.07, -0.31, 0.94], [-0.07, 0.23, -0.08], [-1.13, -1.10, -0.60]]}

---

(3)
{"formula": "C21H28B2F4MgN7O4", "method": "ωB97M-V/def2-TZVPD", "gap_ev": [4.99, 4.99], "multiplicity": 1, "homo_ev": [-10.48, -10.48], "e_above_lowest_kj_mol": 238.2, "charge": 1, "symbols": ["N", "H", "C", "C", "H", "C", "H", "H", "H", "B", "O", "N", "C", "F", "N", "N", "H", "C", "C", "C", "H", "F", "H", "H", "C", "H", "H", "H", "C", "C", "B", "F", "O", "C", "H", "H", "N", "N", "H", "H", "H", "C", "F", "N", "C", "C", "C", "C", "H", "H", "Mg", "H", "C", "H", "C", "C", "H", "C", "H", "O", "H", "H", "H", "H", "H", "C", "O"], "xyz": [[-13.992326, -9.185154, 1.346562], [-12.743091, -5.386535, -5.133852], [-14.334822, -13.575975, -3.547309], [-20.020350, -17.814689, 2.313000], [-13.356790, -14.099133, -3.288687], [-13.999682, -6.830648, 0.337176], [-15.135359, -14.377012, -3.607894], [-12.014460, -5.908974, -3.013772], [-14.265402, -4.563205, -5.600961], [-17.273502, -11.653888, -0.049682], [-16.724347, -11.613719, -1.514305], [-15.951540, -12.673010, -1.966685], [-15.927871, -8.540995, 0.306303], [-12.645050, -11.572268, 1.432845], [-16.263378, -9.792583, 0.560755], [-20.731451, -18.311595, 3.096946], [-17.770563, -8.059927, -0.576772], [-13.635256, -11.623587, -2.172818], [-13.637099, -4.862532, -4.730015], [-16.908939, -7.527604, -0.202772], [-13.765589, -4.289053, -1.806577], [-10.613831, -10.548495, 0.904172], [-20.694827, -15.597976, 1.392179], [-17.275700, -7.006486, 0.681781], [-16.437339, -13.910588, -1.861220], [-14.212763, -13.098128, -4.559562], [-14.059536, -6.700487, -0.765372], [-16.503855, -17.185955, -0.635180], [-17.971805, -15.659319, -0.613335], [-11.923138, -3.041130, -4.132916], [-11.944379, -10.376261, 0.832671], [-18.336645, -12.483957, 0.127764], [-12.421762, -10.467433, -0.631912], [-13.220652, -3.742271, -3.722314], [-14.620907, -2.294290, -4.638869], [-19.634635, -14.325031, -0.492412], [-13.515397, -11.240675, -0.892247], [-12.097447, -5.331773, -2.194580], [-12.680703, -11.781841, -4.117432], [-12.236332, -2.103301, -4.681238], [-17.820708, -18.644732, 0.993884], [-14.391829, -2.737258, -3.640980], [-16.138765, -12.242890, 0.813276], [-12.940726, -4.232458, -2.392723], [-19.757576, -15.889408, 0.965339], [-14.669602, -12.538033, -2.516466], [-19.233311, -15.242896, -0.106456], [-14.557243, -8.206864, 0.672791], [-14.110020, -1.933725, -2.930865], [-15.390469, -3.136890, -3.436349], [-14.553865, -11.029831, 0.947184], [-11.194637, -5.038706, -1.769702], [-19.264702, -17.082198, 1.380903], [-14.257628, -5.636313, -4.201167], [-12.592175, -11.174594, -3.237905], [-17.186007, -14.745588, -1.286979], [-14.555934, -6.095130, 0.935476], [-17.457477, -16.919042, -0.201488], [-11.623576, -11.411697, -2.694369], [-12.494961, -9.146041, 1.446341], [-11.374879, -3.681273, -4.852947], [-16.444638, -6.852953, -0.922079], [-12.668813, -10.063842, -3.381870], [-12.951911, -6.701107, 0.657238], [-11.291313, -2.974424, -3.245411], [-18.148308, -17.657468, 0.722635], [-17.570175, -10.246351, 0.243599]], "forces_ev_per_angstrom": [[3.05, 1.93, -1.51], [-0.54, 0.25, 0.16], [0.38, -1.44, -0.26], [-2.00, -1.44, 2.69], [-1.14, 0.70, -0.37], [0.60, -1.00, 0.07], [1.01, 1.11, -0.03], [0.34, -0.09, -0.15], [0.66, 0.26, 0.64], [-0.19, -0.72, -0.18], [1.08, -0.50, 0.82], [3.23, 1.21, -0.80], [-3.06, -1.97, 0.35], [-0.38, 0.68, 0.12], [-0.09, 2.26, -1.28], [1.56, 0.86, -1.64], [-0.11, 0.00, -0.49], [1.28, 2.82, 1.55], [-0.16, -1.09, 0.14], [0.41, -0.61, 0.52], [-0.04, -0.36, -0.27], [-0.61, 0.55, -0.01], [-0.28, 0.52, 0.18], [0.11, 0.48, -0.05], [-3.73, -3.11, 2.14], [-0.16, -0.38, 0.99], [-0.04, 0.38, 0.77], [-0.05, -0.50, 0.16], [-1.20, -1.47, 1.52], [-0.42, 0.02, -1.84], [-0.86, -0.48, 0.25], [0.46, 0.62, -0.25], [-0.60, -0.59, -0.81], [-0.60, -0.18, -0.79], [0.83, -0.07, 0.55], [-0.28, 0.15, 0.08], [0.29, -0.11, -2.25], [0.53, 0.20, 0.89], [0.03, 0.22, -0.47], [1.06, -0.69, 0.87], [0.10, -0.17, 0.13], [0.13, 0.73, -0.45], [-0.44, 0.49, -0.74], [-1.07, 0.24, 1.29], [-1.60, 0.41, -0.32], [-3.56, -1.40, 0.55], [1.86, 0.85, -0.83], [2.24, -0.46, 1.78], [-0.46, -0.34, -0.37], [0.35, -0.46, 0.72], [-0.65, -1.58, 0.20], [-0.85, -0.39, -1.01], [1.72, -1.61, -1.24], [0.47, 0.61, -0.30], [0.24, -0.15, 2.82], [2.93, 3.39, -2.84], [-0.27, -0.09, -0.58], [-0.02, 1.29, -0.48], [-0.77, 0.56, -1.01], [-1.96, 0.05, -0.14], [-0.16, 0.47, 0.22], [-0.28, 0.03, 0.12], [0.11, -1.15, -0.05], [-0.44, -0.48, -0.31], [-0.12, 0.85, -0.31], [-0.29, 0.14, 0.65], [2.43, -0.26, 0.50]]}

---

| no. | E_tot (eV) |
| --- | --- |
| 1 | -7361.3037 |
| 2 | -42784.9203 |
| 3 | -58514.6401 |